(1)
Entry from the OMol25 dataset: 16 unconnected molecules or ions with the total composition C26H59N16O32S in a non-equilibrium geometry (ωB97M-V/def2-TZVPD).

XYZ file:
```
134
Properties=species:S:1:pos:R:3:mulliken_charge:R:1
C -3.830 3.421 3.262 -0.617
C -2.793 2.730 2.749 0.104
O -1.648 3.339 2.234 -0.372
C -0.728 2.589 1.634 -0.555
O -0.147 2.963 0.659 -0.401
C -0.286 1.232 2.102 1.607
C -0.969 0.121 1.637 0.081
C -0.543 -1.156 1.955 -1.105
S -1.290 -2.600 1.288 -0.259
N 0.533 -1.268 2.746 0.280
C 1.225 -0.204 3.207 -0.494
C 0.861 1.076 2.890 0.537
C 1.725 2.236 3.326 -1.542
C 1.161 3.145 4.412 -0.317
C 1.068 2.439 5.766 -1.288
H -4.359 4.150 2.665 0.095
H -4.152 3.171 4.249 0.391
H -2.846 1.654 2.725 0.134
H -1.798 0.256 0.963 0.932
H -2.599 -2.633 1.681 0.270
H 0.879 -2.193 2.971 0.318
H 2.086 -0.427 3.807 0.554
H 2.653 1.837 3.722 0.594
H 1.949 2.829 2.445 0.335
H 1.896 3.930 4.553 0.485
H 0.243 3.646 4.127 0.283
H 0.460 3.025 6.437 0.370
H 0.662 1.452 5.630 0.255
H 2.076 2.340 6.147 0.389
C -0.625 -4.291 -2.106 -0.599
N -0.898 -5.729 -2.361 0.997
O -1.931 -6.199 -1.940 -0.564
O -0.038 -6.334 -2.961 -0.586
H -1.461 -3.881 -1.553 0.215
H 0.295 -4.241 -1.528 0.194
H -0.511 -3.796 -3.065 0.293
C -5.367 -4.516 2.444 -0.825
N -5.029 -3.197 3.042 0.816
O -5.444 -2.948 4.142 -0.516
O -4.349 -2.437 2.355 -0.483
H -5.964 -5.068 3.159 0.326
H -5.922 -4.316 1.530 0.297
H -4.431 -5.027 2.232 0.310
C -6.691 6.729 3.306 -0.539
N -6.585 5.676 4.358 0.995
O -6.489 6.055 5.505 -0.579
O -6.601 4.506 4.031 -0.536
H -6.671 7.685 3.816 0.319
H -5.851 6.635 2.643 0.092
H -7.629 6.580 2.783 0.278
C -7.397 -0.148 1.622 -0.721
N -7.650 -1.573 1.276 0.985
O -8.673 -2.085 1.665 -0.550
O -6.795 -2.141 0.619 -0.545
H -8.234 0.216 2.205 0.301
H -6.475 -0.111 2.196 0.187
H -7.295 0.401 0.694 0.344
C 3.248 -6.037 -2.558 -0.587
N 3.584 -5.393 -1.260 1.024
O 2.679 -5.161 -0.480 -0.567
O 4.749 -5.126 -1.050 -0.592
H 2.179 -6.202 -2.581 0.092
H 3.556 -5.359 -3.340 0.361
H 3.795 -6.973 -2.620 0.297
C -6.283 6.119 -1.255 -0.817
N -6.147 5.032 -0.247 0.838
O -6.049 5.349 0.921 -0.445
O -6.143 3.895 -0.664 -0.524
H -6.269 7.070 -0.736 0.299
H -5.446 6.031 -1.940 0.306
H -7.224 5.965 -1.774 0.307
C 6.740 -5.582 1.098 -0.653
N 7.147 -6.474 2.219 0.886
O 7.099 -6.024 3.345 -0.541
O 7.496 -7.595 1.927 -0.522
H 6.454 -4.623 1.510 0.296
H 7.593 -5.487 0.434 0.287
H 5.910 -6.052 0.593 0.260
C 0.390 5.669 -0.972 -0.779
N 0.325 7.131 -1.240 0.901
O -0.718 7.555 -1.694 -0.532
O 1.303 7.790 -0.980 -0.540
H -0.557 5.226 -1.252 0.315
H 1.203 5.264 -1.566 0.351
H 0.582 5.538 0.088 0.281
C 2.396 0.390 -0.113 -0.379
N 2.264 -0.869 -0.899 1.027
O 1.152 -1.155 -1.310 -0.477
O 3.263 -1.520 -1.065 -0.591
H 1.419 0.854 -0.048 -0.133
H 2.768 0.112 0.868 0.247
H 3.101 1.036 -0.626 0.444
C -0.814 1.002 -2.121 -0.557
N -2.085 0.238 -2.216 0.963
O -2.544 -0.209 -1.177 -0.491
O -2.575 0.110 -3.308 -0.573
H -0.520 1.021 -1.080 -0.098
H -0.073 0.495 -2.730 0.296
H -1.004 2.005 -2.493 0.348
C -2.147 8.638 1.292 -0.759
N -3.402 8.068 1.844 0.898
O -4.398 8.755 1.837 -0.529
O -3.346 6.929 2.269 -0.446
H -2.334 9.650 0.955 0.318
H -1.404 8.619 2.083 0.287
H -1.859 8.003 0.460 0.225
C 7.084 -5.483 -5.314 -0.760
N 5.911 -6.313 -4.926 0.968
O 4.802 -5.823 -5.024 -0.555
O 6.130 -7.436 -4.534 -0.557
H 6.742 -4.513 -5.638 0.298
H 7.722 -5.396 -4.439 0.302
H 7.597 -6.004 -6.116 0.300
C -3.046 -0.940 5.618 -0.707
N -3.094 0.487 5.225 0.986
O -4.104 0.933 4.739 -0.516
O -2.091 1.136 5.432 -0.486
H -4.001 -1.381 5.387 0.239
H -2.242 -1.407 5.056 0.204
H -2.843 -0.973 6.684 0.292
C 5.019 -4.318 -9.097 -0.783
N 5.350 -3.669 -7.800 0.811
O 4.442 -3.376 -7.061 -0.482
O 6.529 -3.473 -7.567 -0.467
H 3.944 -4.425 -9.160 0.316
H 5.400 -3.678 -9.887 0.299
H 5.513 -5.285 -9.113 0.305
C 9.744 -1.107 -7.481 -0.721
N 10.128 -2.462 -7.001 0.897
O 9.630 -2.858 -5.968 -0.519
O 10.915 -3.080 -7.680 -0.520
H 9.039 -0.682 -6.777 0.302
H 10.651 -0.514 -7.539 0.301
H 9.297 -1.227 -8.463 0.265
```

The LUMO energy is -0.16294 hartree. Its charge is +1. The gap between HOMO and LUMO is 0.236 hartree. Its spin multiplicity is 1.

***

(2)
Entry from the OMol25 dataset: 3 unconnected molecules or ions with the total composition C26H59N3O6P in a non-equilibrium geometry (ωB97M-V/def2-TZVPD).

XYZ file:
```
95
Properties=species:S:1:pos:R:3:mulliken_charge:R:1
C -1.469 2.879 1.683 -0.756
P -0.600 2.151 0.191 0.003
C -2.021 1.729 -0.999 -1.183
C 0.258 0.512 0.676 3.080
C 1.170 -0.006 -0.512 -0.852
C 1.329 0.992 -1.710 -0.474
C 2.269 0.325 -2.781 -0.652
O 2.318 1.187 -3.938 -0.485
C -0.910 -0.541 0.891 -2.700
C -0.595 -1.725 1.865 1.935
C -2.008 -2.309 2.299 -1.846
C 0.107 -2.938 1.126 -1.580
N 0.083 -1.335 3.120 0.335
O -0.777 -0.636 3.814 -0.484
C 1.280 -0.489 2.922 1.949
C 1.640 0.087 4.356 -1.750
C 2.567 -1.306 2.507 -1.829
C 1.066 0.761 1.998 -2.630
H -2.558 3.042 1.553 0.332
H -1.024 3.874 1.909 0.353
H -1.348 2.285 2.622 0.059
H -2.036 0.659 -1.288 0.322
H -1.981 2.340 -1.921 0.363
H -2.983 1.979 -0.496 0.410
H 2.192 -0.191 -0.103 0.220
H 0.821 -0.965 -0.944 0.298
H 0.376 1.172 -2.255 0.119
H 1.754 1.959 -1.369 0.412
H 1.715 -0.585 -3.117 0.378
H 3.276 0.094 -2.385 0.296
H 2.225 0.608 -4.695 0.269
H -1.115 -0.996 -0.105 0.371
H -1.860 -0.055 1.202 0.452
H -1.934 -2.955 3.194 0.425
H -2.741 -1.492 2.466 0.245
H -2.406 -2.880 1.430 0.485
H 0.696 -3.458 1.919 0.350
H 0.845 -2.610 0.369 0.216
H -0.624 -3.633 0.681 0.459
H 1.387 -0.683 5.119 0.373
H 2.699 0.404 4.412 0.465
H 1.017 0.969 4.612 0.316
H 3.449 -0.662 2.697 0.495
H 2.517 -1.691 1.474 0.308
H 2.674 -2.165 3.210 0.376
H 0.676 1.577 2.635 0.477
H 2.086 1.087 1.680 0.226
C 1.447 1.495 -7.796 -0.724
O 1.925 0.174 -7.993 -0.251
C 1.428 -0.442 -9.177 -0.862
C 2.540 -0.620 -10.202 -0.188
N 2.959 0.664 -10.756 -0.339
C 4.188 0.595 -11.549 -0.677
C 5.477 0.184 -10.829 -0.481
O 5.938 1.130 -9.878 -0.426
C 5.356 1.013 -8.589 -0.517
H 1.752 1.817 -6.800 0.198
H 1.881 2.186 -8.525 0.304
H 0.356 1.532 -7.853 0.362
H 0.579 0.105 -9.598 0.406
H 1.069 -1.433 -8.885 0.390
H 2.181 -1.260 -11.013 0.387
H 3.369 -1.132 -9.701 0.170
H 3.111 1.316 -9.998 0.073
H 4.346 1.592 -11.969 0.369
H 4.021 -0.080 -12.395 0.392
H 6.262 0.127 -11.589 0.344
H 5.416 -0.816 -10.387 0.349
H 5.101 -0.021 -8.341 0.259
H 4.473 1.650 -8.507 0.161
H 6.083 1.372 -7.860 0.311
C -5.867 0.672 9.684 -0.709
O -5.380 -0.639 9.461 -0.342
C -5.891 -1.243 8.276 -0.823
C -4.796 -1.396 7.230 -0.170
N -4.397 -0.101 6.687 -0.283
C -3.180 -0.150 5.871 -0.589
C -1.876 -0.559 6.561 0.179
O -1.406 0.381 7.520 -0.430
C -1.962 0.241 8.816 -0.566
H -5.549 0.983 10.679 0.236
H -5.452 1.378 8.958 0.303
H -6.960 0.700 9.644 0.338
H -6.752 -0.697 7.878 0.416
H -6.237 -2.242 8.560 0.396
H -5.163 -2.028 6.416 0.347
H -3.953 -1.908 7.709 0.183
H -4.237 0.541 7.451 0.135
H -3.038 0.855 5.463 0.299
H -3.355 -0.814 5.019 0.231
H -1.107 -0.598 5.786 -0.152
H -1.920 -1.567 6.990 0.287
H -2.203 -0.797 9.056 0.292
H -2.850 0.870 8.923 0.157
H -1.225 0.598 9.538 0.310
```

The LUMO energy (spin up / spin down) is 0.02033 / -0.01575 hartree. Its charge is 0. The gap between HOMO and LUMO (spin up / spin down) is 0.304 / 0.269 hartree. Its spin multiplicity is 2.

***

(3)
Entry from the OMol25 dataset: 13 unconnected molecules or ions with the total composition C26H60F16N13O36S16 in a non-equilibrium geometry (ωB97M-V/def2-TZVPD).

XYZ file:
```
167
Properties=species:S:1:pos:R:3:mulliken_charge:R:1
C -24.829 10.223 13.316 -0.879
C -23.794 11.107 13.966 0.945
O -23.932 11.912 14.868 -0.519
N -22.370 10.705 13.540 1.133
H -22.319 9.762 13.149 0.313
H -22.028 11.372 12.840 -0.077
C -21.421 10.760 14.734 -1.067
H -25.392 10.916 12.684 0.272
H -25.675 9.758 13.822 0.382
H -24.376 9.505 12.634 0.128
H -21.490 11.610 15.407 0.359
H -20.491 10.407 14.294 0.103
H -21.829 9.955 15.349 0.611
C -12.585 7.197 7.783 -1.043
C -13.116 8.026 8.968 0.614
O -13.705 9.061 8.838 -0.325
N -13.041 7.365 10.347 0.317
H -13.680 6.563 10.348 0.358
H -12.095 7.010 10.447 0.510
C -13.118 8.373 11.441 -1.282
H -12.133 6.236 8.013 0.295
H -11.912 7.922 7.319 0.464
H -13.375 7.212 7.032 0.033
H -14.099 8.494 11.898 0.288
H -12.578 9.242 11.073 0.605
H -12.530 7.972 12.268 0.424
C -16.875 8.211 6.382 0.550
C -17.590 7.163 5.595 0.460
O -18.628 6.608 5.867 -0.432
N -16.796 6.729 4.299 -0.137
H -17.316 6.855 3.435 0.383
H -15.977 7.301 4.128 0.388
C -16.537 5.209 4.369 -0.827
H -17.148 9.229 6.097 0.052
H -15.800 8.154 6.198 0.045
H -16.967 8.131 7.465 -0.503
H -15.994 4.923 3.469 0.378
H -17.488 4.693 4.243 0.352
H -16.107 4.926 5.328 0.347
C -16.567 14.256 10.659 -2.322
C -16.723 12.767 10.505 2.080
C -16.537 12.074 11.936 -1.650
C -16.782 10.599 11.993 0.390
C -18.195 10.356 11.556 -0.372
C -18.625 10.940 10.201 3.356
N -18.084 12.371 10.012 1.261
O -18.407 13.085 8.942 -0.357
C -20.139 10.902 10.066 -1.206
C -18.096 10.104 9.024 -1.601
C -15.609 12.278 9.506 -0.532
H -17.466 14.728 11.056 0.363
H -16.287 14.784 9.746 0.327
H -15.717 14.608 11.244 0.494
H -17.122 12.631 12.668 0.492
H -15.502 12.137 12.275 0.217
H -16.689 10.249 13.022 0.574
H -16.045 10.122 11.342 -0.755
H -18.757 10.871 12.337 0.102
H -18.431 9.293 11.518 -0.377
H -20.546 11.360 10.966 -0.233
H -20.530 9.886 10.023 0.110
H -20.517 11.462 9.213 0.173
H -18.384 10.334 7.998 -0.451
H -18.435 9.070 9.124 0.723
H -17.027 9.913 9.135 0.184
H -15.437 11.201 9.528 -0.529
H -14.674 12.752 9.803 0.590
H -15.690 12.382 8.424 -0.176
C -17.533 12.444 4.650 -1.532
C -16.147 13.059 4.799 0.423
C -15.494 13.381 3.407 -0.867
N -14.422 14.442 3.480 0.684
C -13.169 14.048 4.305 -0.857
C -14.942 15.796 4.060 -0.351
C -14.119 16.962 3.533 -0.762
C -13.508 16.384 2.158 -0.779
C -13.957 14.977 2.120 -0.753
H -17.616 11.372 4.462 0.273
H -18.104 12.842 3.808 0.377
H -18.189 12.568 5.511 0.205
H -15.488 12.570 5.517 0.333
H -16.314 14.029 5.270 0.052
H -16.352 13.722 2.829 0.403
H -15.036 12.495 2.967 0.322
H -12.523 14.892 4.539 0.385
H -12.641 13.368 3.636 0.318
H -13.580 13.546 5.179 0.248
H -14.794 15.629 5.128 0.097
H -16.023 15.910 3.976 0.567
H -13.291 17.164 4.210 0.242
H -14.846 17.773 3.524 0.524
H -12.421 16.419 2.095 0.340
H -13.968 17.037 1.418 0.316
H -13.270 14.351 1.549 0.433
H -14.859 14.951 1.505 0.358
N -21.908 12.815 11.911 -0.054
S -20.984 13.918 12.329 0.936
O -21.627 14.899 13.171 -0.705
O -19.985 14.404 11.398 -0.465
F -20.080 13.174 13.469 -0.274
S -23.034 13.824 11.085 0.805
O -22.674 15.006 10.331 -0.514
O -24.414 13.638 11.544 -0.626
F -22.959 12.773 9.809 -0.242
N -15.161 5.718 10.350 -0.333
S -16.734 5.700 10.129 0.923
O -17.345 4.715 10.982 -0.609
O -17.312 6.134 8.891 -0.407
F -17.001 7.052 11.020 -0.137
S -15.111 4.203 9.526 0.852
O -15.627 4.100 8.170 -0.543
O -15.098 2.997 10.274 -0.590
F -13.539 4.400 9.103 -0.347
N -10.720 11.570 13.805 -0.420
S -10.977 10.119 14.140 0.991
O -10.475 9.201 13.164 -0.677
O -12.122 9.615 14.910 -0.400
F -9.755 9.956 15.263 -0.396
S -12.154 11.965 13.056 1.139
O -13.264 12.160 13.937 -0.469
O -12.434 11.382 11.757 -0.446
F -11.652 13.458 12.628 -0.316
N -16.837 9.417 17.615 -0.475
S -18.063 9.031 16.473 0.904
O -18.557 7.696 16.755 -0.673
O -18.147 9.598 15.142 -0.107
F -19.213 9.878 17.246 -0.362
S -15.634 9.067 16.767 0.955
O -15.539 9.441 15.367 -0.299
O -15.161 7.732 17.063 -0.701
F -14.550 10.063 17.420 -0.326
N -15.090 18.049 13.793 -0.447
S -14.792 18.200 12.171 1.199
O -15.455 17.270 11.294 -0.405
O -13.488 18.634 11.816 -0.579
F -15.658 19.555 11.975 -0.342
S -14.550 16.684 13.985 1.153
O -13.303 16.271 13.389 -0.547
O -15.556 15.671 14.251 -0.609
F -14.013 17.021 15.478 -0.390
N -22.158 11.865 5.510 -0.405
S -20.866 11.005 6.174 1.030
O -19.765 10.612 5.325 -0.480
O -21.263 10.165 7.265 -0.359
F -20.251 12.293 6.938 -0.246
S -22.393 10.792 4.368 1.097
O -22.795 9.473 4.813 -0.584
O -21.689 10.973 3.122 -0.658
F -23.837 11.363 3.959 -0.328
N -12.912 16.286 6.731 -0.322
S -13.314 15.114 7.883 1.028
O -14.205 14.060 7.433 -0.421
O -13.263 15.425 9.264 -0.415
F -11.907 14.220 7.823 -0.461
S -13.921 17.292 7.380 1.014
O -13.539 17.997 8.554 -0.516
O -15.304 16.931 7.194 -0.593
F -13.637 18.395 6.246 -0.360
N -21.685 8.228 12.598 -0.480
S -22.138 7.530 11.266 0.996
O -23.072 6.442 11.409 -0.690
O -21.271 7.368 10.111 -0.478
F -23.011 8.766 10.662 -0.313
S -20.530 7.044 12.939 0.652
O -19.308 7.205 12.235 -0.368
O -20.900 5.778 13.499 -0.677
F -20.027 7.777 14.251 -0.178
```

The LUMO energy is 0.06497 hartree. As for the energy above the lowest of the compared OMol25 structures with the same formula, charge and spin: 0.0000 eV. Its charge is -3. The gap between HOMO and LUMO is 0.181 hartree. Its spin multiplicity is 1.

***

Q: Look up the charge of the second one.
A: 0

***

Q: Among the records above, which one has the highest charge?
A: C26H59N16O32S

***

Q: Number 3 is which compound?
A: C26H60F16N13O36S16